Below is a molecular structure, C6H10N2 in a non-equilibrium geometry, with properties calculated with ωB97M-V with the def2-TZVPD basis set.

## Properties
E_LUMO: 0.9 eV
E_tot: -343.99999 a.u.
HOMO: -8.45 eV
Energy relative to the best compared isomer or geometry (same formula, charge and spin): 358.97 kJ/mol

Geometry as ORCA input:
```
! RIJCOSX wB97M-V def2-TZVPD def2/J DEFGRID3
* xyz 0 1
C 0.127 0.982 0.228
C 0.351 0.219 1.509
C 1.201 1.166 -0.807
C 0.454 -1.931 0.059
C -1.755 0.258 -0.280
C -0.302 -0.773 0.627
N -1.698 -0.798 0.439
N -2.307 1.000 -1.118
H -0.472 1.874 0.389
H -2.999 0.528 -1.695
H 1.381 -0.011 1.764
H -0.236 0.557 2.357
H 1.856 0.297 -0.886
H 0.733 1.336 -1.779
H 1.832 2.028 -0.570
H 1.512 -1.919 0.314
H -0.012 -2.832 0.471
H 0.335 -1.980 -1.024
*
```



Below is a single C6H10N2 molecule in a non-equilibrium geometry, with properties calculated with ωB97M-V with the def2-TZVPD basis set.

## Properties
E_LUMO: 1.1 eV
E_tot: -344.07847 a.u.
SMILES: CCc1c[nH]nc1C
HOMO: -8.98 eV
Energy relative to the best compared isomer or geometry (same formula, charge and spin): 152.93 kJ/mol

Geometry as ORCA input:
```
! RIJCOSX wB97M-V def2-TZVPD def2/J DEFGRID3
* xyz 0 1
C 0.534 -0.714 1.645
C 0.428 -0.220 0.365
C -0.104 1.084 0.630
C -0.327 2.121 -0.439
C -0.699 -1.526 -1.581
C 0.638 -1.085 -0.877
N -0.262 1.360 1.921
N 0.025 0.213 2.566
H 0.953 -1.626 1.916
H -0.739 1.697 -1.458
H -0.812 2.926 -0.122
H 0.607 2.541 -0.837
H -0.870 -2.505 -1.261
H -0.453 -1.539 -2.601
H -1.654 -0.934 -1.336
H 1.285 -0.390 -1.527
H 1.318 -1.805 -0.531
H 0.132 0.403 3.527
*
```



Below is a molecular structure, C6H10N2 in a non-equilibrium geometry, with properties calculated with ωB97M-V with the def2-TZVPD basis set.

## Properties
E_LUMO: 1.0 eV
E_tot: -343.77474 a.u.
HOMO: -8.26 eV
Energy relative to the best compared isomer or geometry (same formula, charge and spin): 950.38 kJ/mol

Geometry as ORCA input:
```
! RIJCOSX wB97M-V def2-TZVPD def2/J DEFGRID3
* xyz 0 1
C -1.898 -0.821 0.271
C -0.661 0.751 0.153
C 0.938 0.957 -0.056
C 1.645 -0.266 -0.868
C 1.271 0.045 1.118
C -0.542 -0.751 -0.346
H -2.907 -1.438 -0.228
H -1.602 -0.715 1.453
H -2.227 0.706 -1.237
H -0.809 0.811 1.149
H 1.433 1.945 -0.409
H 1.221 -0.012 -2.014
H 2.783 0.128 -0.811
H 0.595 0.144 2.000
H 2.441 -0.435 1.384
H -0.443 -0.627 -1.471
N -2.089 0.718 -0.161
N 0.850 -1.139 0.074
*
```



Below is a single C6H10N2 molecule in a non-equilibrium geometry, with properties calculated with ωB97M-V with the def2-TZVPD basis set.

## Properties
E_LUMO: 0.8 eV
E_tot: -343.94246 a.u.
SMILES: CNN=c1c(C)c1C
HOMO: -7.26 eV
Energy relative to the best compared isomer or geometry (same formula, charge and spin): 510.01 kJ/mol

Geometry as ORCA input:
```
! RIJCOSX wB97M-V def2-TZVPD def2/J DEFGRID3
* xyz 0 1
C -1.491 -0.747 0.056
C -1.158 0.528 0.082
C -0.040 -0.480 0.043
C -2.489 -1.856 0.175
C -1.514 1.921 0.147
C 3.509 -0.475 -0.034
N 1.103 -0.811 0.378
N 2.181 0.033 0.432
H -3.501 -1.583 -0.309
H -2.454 -1.965 1.290
H -2.033 -2.657 -0.526
H -0.980 2.226 1.007
H -2.595 2.053 0.260
H -1.200 2.540 -0.722
H 3.555 -1.509 0.477
H 3.361 -0.389 -1.150
H 4.139 0.403 0.230
H 2.098 0.952 -0.102
*
```



- The lowest E_tot belongs to which entry?
  number 2